Record 1
Here is a 8-piece molecular cluster, C31H59ClNO16PS overall from the OMol25 dataset. Energies are from ωB97M-V/def2-TZVPD.

Geometry as XYZ:
```
110
Properties=species:S:1:pos:R:3:forces:R:3
Cl 1.001 2.820 -2.846 -0.7 -0.4 0.5
S -2.002 0.268 0.822 -4.7 -1.9 -0.1
P -0.064 0.628 3.802 -0.2 0.2 4.8
O 2.437 -0.863 -4.758 0.1 0.0 -0.1
O 0.575 -3.147 5.409 0.0 -0.1 0.0
O -0.340 5.047 0.206 -0.1 0.1 0.1
O 3.833 4.438 1.881 0.1 -0.1 0.2
O -4.820 2.156 -3.315 -0.2 0.1 0.2
O 3.133 -2.413 -0.269 0.8 0.1 0.1
O 0.535 -3.689 1.504 2.1 -0.3 -0.4
O 4.756 -2.919 -8.981 0.2 -0.2 0.1
O -2.624 -0.313 -0.381 2.3 1.2 0.6
O -0.783 -3.425 1.806 -2.3 0.8 0.3
O -1.456 1.776 0.499 0.3 -2.2 0.8
O 1.492 1.186 3.607 -2.2 -0.7 -1.5
O -3.051 0.247 1.861 2.4 1.3 -0.4
O -1.093 1.885 3.478 1.3 -1.2 -0.9
O -3.620 -2.987 2.593 -0.6 -0.3 0.4
O -0.201 0.352 5.275 0.2 0.0 -1.9
N 1.886 -1.054 1.247 0.4 0.3 -1.0
C 4.067 4.070 3.012 -0.2 0.2 -0.3
C 0.191 0.367 -1.796 0.6 0.2 -0.7
C 0.610 -0.745 0.476 -0.2 0.2 -0.9
C -1.323 -3.641 6.746 -0.1 0.0 -0.3
C 0.688 0.642 -0.314 0.0 -0.4 0.0
C -0.707 -0.919 1.382 2.2 -1.4 -0.5
C -5.442 2.365 -2.295 0.3 -0.1 -0.3
C -0.008 1.853 0.411 2.1 0.4 -1.1
C -1.146 7.160 0.935 0.2 0.0 -0.4
C 5.430 -3.827 -8.541 -0.2 0.3 -0.1
C 2.238 -1.462 -7.048 -0.2 -0.2 0.2
C 2.845 -0.715 -5.891 -0.2 0.0 0.3
C 3.981 0.227 -6.196 0.1 0.1 0.4
C -4.911 1.938 -0.951 0.3 0.0 -0.2
C -0.917 1.245 -4.005 0.0 0.3 0.4
C -0.898 5.680 1.076 0.1 -0.2 -0.2
C -1.306 -2.381 1.004 -1.6 1.2 0.0
C -0.443 -0.971 2.936 -0.4 0.6 -0.9
C 5.472 3.747 3.456 0.2 0.1 -0.3
C 0.954 -2.979 7.746 0.3 0.1 -0.2
C 0.114 -3.246 6.525 0.1 0.1 -0.3
C 2.969 3.916 4.030 -0.1 0.2 -0.2
C -6.778 3.063 -2.322 0.0 0.0 -0.4
C -5.119 -4.542 1.604 0.3 0.1 -0.2
C -0.368 1.619 -2.558 -0.9 -1.0 -1.0
C 6.926 -3.699 -8.409 0.0 0.3 -0.1
C -5.550 -3.452 3.896 0.2 0.2 0.2
C 2.617 -1.700 0.477 -1.6 0.1 0.9
C -1.370 5.013 2.339 0.1 -0.3 -0.1
C 4.806 -5.127 -8.104 -0.3 0.1 -0.1
C -4.662 -3.601 2.689 0.3 0.2 0.0
H 5.763 4.404 4.277 0.0 -0.2 0.1
H -3.946 1.451 -1.083 -0.1 0.0 0.0
H 0.502 2.022 1.399 -1.0 -0.1 -0.7
H 1.963 -2.705 7.437 -0.1 0.0 0.0
H -0.637 7.700 1.735 -0.2 0.0 0.1
H -4.384 -4.549 0.799 -0.1 0.0 0.1
H -5.097 -2.745 4.592 0.0 0.0 -0.1
H 0.990 -3.669 2.375 -0.5 0.1 -0.4
H 1.103 0.024 -2.381 -1.0 0.3 0.6
H 1.833 1.025 2.703 0.0 0.0 0.4
H 0.218 2.774 -0.204 -0.5 -1.0 0.8
H -2.018 1.676 3.714 0.5 -0.2 -0.1
H -5.600 1.230 -0.486 0.0 0.1 0.2
H 0.387 -1.689 3.205 -0.8 1.0 -0.5
H 4.814 -0.326 -6.635 -0.1 0.1 -0.2
H 5.004 -5.297 -7.044 0.1 -0.1 -0.1
H -0.871 5.457 3.204 -0.2 0.1 0.0
H 0.567 -1.540 -0.330 -0.3 0.9 0.9
H 7.237 -2.714 -8.759 -0.1 -0.1 0.0
H -1.064 2.208 -4.580 0.3 -1.1 0.6
H -5.661 -4.416 4.397 -0.2 0.0 -0.1
H -6.728 3.986 -1.741 -0.1 -0.1 0.1
H 2.994 -2.089 -7.525 0.0 0.2 -0.2
H -4.777 2.813 -0.310 -0.2 -0.1 0.1
H 2.919 2.881 4.369 0.0 0.1 0.2
H -0.753 7.502 -0.024 0.0 -0.1 0.1
H 7.218 -3.806 -7.362 0.1 -0.2 -0.1
H 3.727 -5.078 -8.255 0.1 0.0 0.0
H 2.014 4.181 3.575 0.1 -0.1 0.0
H -1.279 -2.582 -0.101 0.5 0.2 1.0
H 1.008 -3.877 8.365 -0.1 0.1 0.1
H -1.238 2.096 -2.018 1.3 -0.2 -0.4
H 3.644 1.006 -6.881 0.1 -0.1 -0.1
H -7.035 3.312 -3.352 0.0 0.0 0.1
H -1.939 0.764 -3.933 1.2 0.4 0.1
H -1.122 3.953 2.300 0.0 0.1 0.0
H -1.806 -3.802 5.781 0.1 0.0 0.1
H 6.159 3.901 2.623 -0.1 0.0 0.1
H -2.407 -2.312 1.277 1.6 -0.6 -0.3
H -2.453 5.118 2.433 0.0 0.1 0.2
H 7.420 -4.459 -9.017 0.0 -0.1 0.2
H -7.550 2.405 -1.918 0.0 0.1 0.2
H 4.320 0.696 -5.271 -0.1 0.0 -0.1
H -6.527 -3.070 3.594 -0.1 -0.2 0.0
H 3.150 4.582 4.877 0.1 -0.2 0.1
H 5.206 -5.950 -8.699 0.1 0.0 0.2
H -5.210 -5.553 2.004 -0.2 0.0 0.0
H 0.526 -2.153 8.317 -0.1 -0.1 0.1
H 5.532 2.703 3.771 0.0 0.1 0.2
H 1.825 -0.756 -7.771 0.2 -0.1 -0.1
H -2.218 7.362 0.966 0.0 0.1 0.2
H 1.433 -2.101 -6.683 0.1 0.1 0.0
H 1.788 0.905 -0.387 -1.3 -0.1 0.2
H -0.191 0.564 -4.538 -0.8 0.8 0.5
H -1.370 -1.402 3.415 0.9 0.8 -0.3
H -0.537 -0.495 -1.869 0.5 1.2 0.3
H -1.850 -2.844 7.274 0.0 -0.1 0.1
H -1.370 -4.569 7.320 -0.1 0.1 0.2
H -6.077 -4.208 1.202 -0.1 -0.2 0.1
```
Forces are in eV/Å.

The value obtained for the total energy is -3674.8414 Ha. Its frontier orbital gap is 9.80 eV. As for the SMILES: C[C@H](Cl)C[C@H]1COS(=O)(=O)[C@](COO)(CP(=O)(O)O)[C@@H]1N=C=O.CC(C)=O.CC(C)=O.CC(C)=O.CC(C)=O.CC(C)=O.CC(C)=O.CC(C)=O.

Atom charges from the Mulliken analysis, given in e for atoms 1 to 5:
1 Cl -0.2034
2 S 1.6767
3 P 0.6096
4 O -0.5388
5 O -0.5105



Record 2
Here is a 11-piece molecular cluster, C31H60N2O27 overall from the OMol25 dataset. Energies are from ωB97M-V/def2-TZVPD.

Geometry as XYZ:
```
120
Properties=species:S:1:pos:R:3:forces:R:3
O -6.210 -22.562 20.329 -0.7 -0.5 -0.7
O -2.466 -21.543 13.996 -0.8 0.4 1.4
O -5.270 -17.912 19.130 -1.1 -0.5 0.7
O -7.954 -23.953 20.086 0.3 -0.7 -0.7
O -3.761 -21.011 15.847 0.6 0.2 -0.1
O -3.428 -25.119 7.741 0.0 1.1 -0.2
O -6.678 -23.514 18.302 0.4 1.3 0.4
O -5.831 -28.296 11.532 0.4 -0.1 0.3
O -3.181 -18.603 19.525 0.8 -0.4 0.5
O -0.801 -18.711 11.735 0.5 -0.5 -0.1
O -3.627 -16.975 17.997 0.3 -0.5 0.4
O -6.394 -26.584 12.847 1.0 1.0 0.4
O -4.919 -28.948 14.564 0.7 0.6 -0.5
O -4.710 -17.464 11.299 0.0 0.2 -0.9
O 0.190 -21.914 15.585 -0.3 -0.2 -1.2
O -4.881 -27.149 15.704 -0.9 1.7 1.6
O -2.093 -24.493 9.255 -0.1 0.4 0.0
O -4.411 -22.585 14.507 0.6 0.9 1.1
O -4.645 -26.399 11.534 -0.5 0.4 1.0
O -2.262 -18.191 13.366 -1.4 -0.2 0.7
O -2.943 -27.800 14.854 -0.9 -0.6 -0.3
O -0.111 -17.443 13.283 -0.5 -0.3 0.4
O -3.121 -22.864 8.069 -0.4 1.4 -0.5
O 0.881 -21.437 13.483 0.1 0.6 1.0
O -4.427 -15.910 12.886 0.3 -0.2 -0.8
O -0.257 -23.258 13.802 -0.4 -0.6 -0.1
O -5.549 -17.771 13.364 0.5 2.2 0.9
N 1.243 -18.378 17.070 0.1 0.0 0.0
N -5.948 -21.359 10.212 0.0 0.7 -0.2
C -4.485 -24.826 6.836 -0.5 0.6 -0.8
C -4.152 -26.098 16.381 2.5 -0.9 -1.4
C -0.380 -16.545 14.362 0.5 0.3 -0.4
C -6.003 -20.501 9.443 -0.1 -0.2 -1.0
C -1.674 -23.603 10.279 1.1 1.5 -0.1
C -4.895 -17.060 12.403 0.1 -1.1 1.6
C 0.220 -22.152 14.381 0.6 -1.0 1.4
C -1.194 -18.157 12.855 2.1 1.2 -0.3
C -6.093 -19.512 8.320 0.8 0.3 1.3
C -5.738 -18.696 20.313 2.0 -0.2 -0.1
C -0.854 -24.262 14.682 1.7 0.7 0.6
C -8.550 -24.997 19.198 0.8 2.1 0.2
C -2.904 -23.995 8.309 0.5 -2.9 0.8
C -5.710 -19.139 13.216 -0.7 -1.2 -3.2
C -3.960 -17.904 18.956 0.0 0.9 -1.1
C -2.771 -20.113 16.413 -0.8 0.5 -0.7
C -4.039 -26.867 10.346 0.2 -0.5 -0.7
C 1.351 -19.275 17.778 -0.4 1.0 -1.0
C -2.206 -16.607 18.009 -0.8 0.0 0.7
C 1.400 -20.199 14.098 0.8 -0.4 -1.8
C -4.143 -27.949 15.014 1.6 -0.9 -0.7
C -5.601 -27.197 11.987 -1.6 -1.1 -1.2
C -6.881 -23.284 19.628 0.1 0.1 0.0
C -4.315 -15.771 14.298 0.0 1.7 0.1
C -1.711 -19.528 11.028 0.4 -0.5 -1.5
C -4.155 -23.619 13.569 -0.5 1.0 -1.3
C -3.420 -21.666 14.741 -0.3 -1.1 -1.6
C -4.201 -29.912 13.787 -0.1 -0.7 -0.5
C -5.799 -22.545 17.638 -0.2 0.3 0.2
C -7.512 -27.222 13.460 0.1 0.3 0.3
C 1.409 -20.387 18.661 0.6 -2.0 -1.0
H -3.871 -16.618 14.775 -0.2 -0.7 0.2
H -4.519 -23.313 12.579 -0.1 -0.1 0.2
H -6.813 -18.735 8.598 0.3 -0.1 -0.1
H 1.714 -19.647 13.194 -0.3 0.2 0.8
H -1.534 -23.750 15.352 -0.2 -0.2 0.2
H -4.839 -25.424 16.745 -1.7 1.4 0.7
H -1.471 -20.598 11.133 -0.1 0.5 0.4
H -0.431 -15.546 13.953 -0.6 0.3 -0.2
H -2.056 -15.692 17.441 -0.4 -0.1 -0.2
H -7.377 -27.026 14.526 -0.3 0.1 -0.1
H 0.559 -20.377 19.286 -0.8 0.2 1.1
H -8.944 -24.488 18.322 0.2 -0.2 -0.2
H -1.014 -22.765 9.886 -0.9 -0.9 0.2
H 2.262 -20.323 14.762 -0.2 -0.6 -0.2
H -1.978 -16.406 19.040 0.4 0.2 0.4
H -5.402 -19.765 20.301 -0.5 1.0 -0.4
H -5.253 -18.238 21.175 0.0 0.0 0.1
H -1.531 -19.268 9.966 -0.4 -0.2 0.5
H -6.040 -22.597 16.594 0.0 -0.4 -0.5
H -4.768 -27.091 9.562 -0.1 0.2 0.3
H -4.751 -22.765 17.791 0.1 -0.3 0.1
H -6.357 -19.944 7.376 -0.5 -0.7 -0.2
H -3.531 -26.470 17.203 -0.3 -0.3 -0.2
H -8.400 -26.716 13.058 0.1 -0.4 0.2
H -4.913 -30.716 13.631 0.0 0.0 0.0
H -0.035 -24.760 15.249 -0.6 0.6 -0.1
H -1.041 -24.207 10.912 0.0 -0.1 0.3
H -5.067 -23.994 7.233 -0.1 0.0 0.1
H -5.935 -21.486 17.911 -0.4 -0.6 0.5
H -1.313 -25.050 14.113 -0.3 0.1 -0.6
H -5.173 -25.703 6.831 0.9 0.5 -0.6
H 1.309 -21.341 18.063 0.4 1.0 0.5
H -1.794 -20.439 16.208 1.3 -0.4 -0.9
H -3.426 -25.608 15.675 -0.9 -0.4 0.6
H 2.353 -20.363 19.192 0.0 -0.2 0.3
H -5.664 -19.678 14.161 -0.1 0.4 0.1
H -5.095 -19.073 8.141 -0.5 0.0 0.4
H -9.380 -25.332 19.764 -0.5 -0.8 0.6
H -6.718 -19.284 12.657 1.6 -0.3 1.1
H -3.657 -14.910 14.520 -0.2 -0.3 -0.6
H -7.784 -25.726 18.954 -0.2 -0.2 0.0
H -2.843 -20.189 17.461 -0.6 0.0 1.3
H -1.522 -17.373 17.683 -0.1 -0.5 -0.4
H -4.683 -24.483 13.891 -0.5 -0.7 0.3
H -1.261 -16.861 14.875 -0.7 0.1 0.3
H 0.620 -19.770 14.672 -0.6 0.8 0.2
H -3.409 -26.065 10.031 0.5 0.2 -0.2
H -2.508 -23.162 10.853 0.2 -0.3 -0.4
H -7.534 -28.297 13.337 0.1 -0.1 -0.5
H -2.928 -19.074 16.097 -0.1 -0.4 -0.2
H -6.793 -18.581 20.456 -0.5 0.1 -0.7
H -3.478 -27.783 10.509 0.2 0.0 0.2
H 0.439 -16.477 15.057 0.5 -0.7 0.2
H -3.860 -29.584 12.781 -0.3 0.3 0.9
H -5.299 -15.475 14.637 -0.2 -0.4 0.7
H -4.071 -24.433 5.852 -0.6 -1.1 1.0
H -3.377 -30.279 14.386 0.3 -0.1 -0.1
H -4.883 -19.467 12.518 -1.0 -0.2 0.8
H -3.123 -23.819 13.446 1.1 -0.2 0.2
H -2.726 -19.316 11.301 -0.5 0.1 0.2
```
Forces are in eV/Å.

The energy above the lowest of the compared OMol25 structures with the same formula, charge and spin is 0.0 kcal per mole. The value obtained for the total energy is -3358.1771 Ha. Its frontier orbital gap is 10.98 eV. As for the SMILES: COC(=O)OC.COC(=O)OC.COC(=O)OC.COC(=O)OC.COC(=O)OC.COC(=O)OC.COC(=O)OC.COC(=O)OC.COC(=O)OC.CC#N.CC#N.

Atom charges from the Mulliken analysis, given in e for atoms 1 to 5:
1 O -0.5586
2 O -0.2236
3 O -0.3501
4 O -0.3409
5 O -0.0252



- Among the records above, which one has the lowest total energy?
  C31H59ClNO16PS